Record 1
Entry from the OMol25 dataset: a cluster of 7 separate species, H12O5S2 in total (the ωB97M-V functional and the def2-TZVPD basis).

Element x y z (Å)
S: 2.46817 -1.23000 -0.63365
S: -2.72887 -0.11102 0.36819
H: 3.80951 -1.16393 -0.56429
H: -4.06653 0.10250 0.52471
H: 1.81977 1.60374 -2.13338
H: 1.41584 0.16346 -2.16544
O: 1.03351 1.05468 -2.20520
H: -0.74941 1.47868 -1.77752
H: -1.97060 1.38325 -0.93522
O: -1.71727 1.57347 -1.83680
H: 2.00288 -0.19533 2.63913
H: 1.74377 -0.86045 1.27325
O: 1.32045 -0.61618 2.11825
H: -1.42299 1.14845 1.57920
H: -0.03941 0.67357 1.98373
O: -0.60976 1.45340 1.98430
H: -1.37077 -2.21772 0.39296
H: -0.37693 -1.71845 -0.55551
O: -0.56136 -2.52213 -0.05674

Output
DFT total energy ... -1179.529086 a.u.
Frontier orbital gap ... 2.665 eV
2S+1 ... 1

Mulliken atomic charge list, values in e, 2 entries:
1 S -0.421
2 S -0.354

=====

Record 2
Entry from the OMol25 dataset: a cluster of 6 separate species, H12O6 in total in a non-equilibrium geometry (the ωB97M-V functional and the def2-TZVPD basis).

Element x y z (Å)
O: -0.64924 0.45200 2.50076
H: -1.36933 0.78652 3.02972
H: -1.11245 0.19381 1.69164
O: 1.15908 -0.34486 -0.08112
H: 1.38741 -1.22442 -0.26802
H: 0.68274 -0.33486 0.75893
O: -0.26077 3.00193 1.97510
H: -0.28277 2.05944 2.10117
H: -0.77314 3.02840 1.17604
O: 0.60082 -2.46371 -2.01967
H: 0.24371 -1.68008 -2.39524
H: 1.51958 -2.56550 -2.32153
O: 0.94346 1.96243 -1.52980
H: 1.11830 1.13977 -1.10091
H: 1.70773 2.50573 -1.43456
O: -1.91662 -2.46322 -0.62296
H: -1.24481 -2.38825 -1.32331
H: -1.75369 -1.66512 -0.13621

Output
SMILES ... O.O.O.O.O.O
DFT total energy ... -458.609985 a.u.
Frontier orbital gap ... 10.872 eV
2S+1 ... 1

Mulliken atomic charge list, values in e, 2 entries:
1 O -0.730
2 H 0.349

=====

Record 3
Entry from the OMol25 dataset: a cluster of 6 separate species, H12O6 in total (the ωB97M-V functional and the def2-TZVPD basis).

Element x y z (Å)
O: 0.75004 1.63577 0.48754
H: 0.92692 1.21870 -0.36320
H: 1.30550 1.14942 1.10715
O: -0.57742 -0.34554 -1.95863
H: -0.36673 0.59083 -1.87031
H: -1.53089 -0.38515 -1.82329
O: -2.03731 -0.38578 2.16801
H: -1.71006 0.30825 2.75129
H: -1.26812 -0.63211 1.64204
O: 3.71338 1.67815 -2.00900
H: 3.53963 2.27400 -2.74640
H: 2.85202 1.56386 -1.59187
O: -2.98597 -1.52432 -0.74867
H: -2.59328 -2.40073 -0.83054
H: -2.44387 -1.08568 -0.08330
O: 0.55941 -1.44118 1.74405
H: 0.42524 -0.54422 2.07031
H: 1.44151 -1.67426 2.05480

Output
SMILES ... O.O.O.O.O.O
DFT total energy ... -458.603583 a.u.
Frontier orbital gap ... 11.354 eV
2S+1 ... 1

Mulliken atomic charge list, values in e, 2 entries:
1 O -0.562
2 H 0.262

=====

Record 4
Entry from the OMol25 dataset: a cluster of 6 separate species, H12O6 in total in a non-equilibrium geometry (the ωB97M-V functional and the def2-TZVPD basis).

Element x y z (Å)
O: 1.19707 1.10312 -0.58362
H: 1.85732 0.41537 -0.44202
H: 0.38329 0.61548 -0.75383
O: 0.68709 1.59606 1.10767
H: -0.07721 1.71040 0.53168
H: 0.33901 1.11409 1.86631
O: -2.76545 -0.67709 2.21222
H: -3.55622 -0.13884 2.09409
H: -2.28747 -0.57719 1.38123
O: -1.43777 -3.31488 1.23323
H: -1.15428 -2.68328 0.56263
H: -0.92992 -3.07052 2.01513
O: 3.83015 3.45740 -0.05586
H: 4.76219 3.33352 0.15613
H: 3.36613 2.96276 0.62899
O: -1.45194 -1.57789 -4.11274
H: -2.13381 -2.23653 -3.93884
H: -0.62820 -2.03197 -3.90239

Output
SMILES ... O.O.O.O.O.O
DFT total energy ... -458.498531 a.u.
Frontier orbital gap ... 8.381 eV
2S+1 ... 1

Mulliken atomic charge list, values in e, 2 entries:
1 O -0.654
2 H 0.324

=====

Record 5
Entry from the OMol25 dataset: a structure of composition H12O6Xe (the ωB97M-V functional and the def2-TZVPD basis).

Element x y z (Å)
Xe: -0.44045 -1.09801 -0.44675
O: -4.48204 -2.01673 0.12022
H: -4.15733 -1.40187 0.77806
H: -3.90898 -2.77919 0.20081
O: 2.83468 0.02271 -1.11280
H: 3.01082 -0.28589 -2.00160
H: 2.67870 -0.77552 -0.60810
O: 2.78045 -2.60940 0.07562
H: 2.62860 -3.30648 -0.56255
H: 2.23302 -2.84603 0.82431
O: -3.09294 2.00457 -0.00376
H: -2.16922 1.92224 -0.24084
H: -3.23138 1.32922 0.66029
O: -0.39832 2.57161 -0.66003
H: 0.30139 2.08177 -0.22795
H: -0.46595 3.38502 -0.16002
O: 1.91103 1.63399 0.99618
H: 2.24436 0.88494 0.50216
H: 1.72356 1.28306 1.86677

Output
DFT total energy ... -787.982804 a.u.
Frontier orbital gap ... 10.644 eV
2S+1 ... 1

Mulliken atomic charge list, values in e, 2 entries:
1 Xe 0.018
2 O -0.608

=====

Record 6
Entry from the OMol25 dataset: a structure of composition H13O6 in a non-equilibrium geometry (the ωB97M-V functional and the def2-TZVPD basis).

Element x y z (Å)
O: 0.03797 0.25436 -1.71283
H: 0.30670 0.23700 -2.63750
H: 0.32029 -0.60338 -1.34587
O: 1.38387 1.82764 0.22442
H: 2.06568 2.47743 0.02870
H: 1.04561 1.44089 -0.59073
O: -1.18833 1.68797 0.91553
H: -0.24729 1.84965 0.72596
H: -1.42713 2.14877 1.71092
O: -0.45654 -1.97287 0.96357
H: -0.66431 -2.90304 0.85569
H: 0.49710 -1.86731 0.77299
O: 1.40475 -1.32618 0.20146
H: 1.62807 -0.49936 0.63719
H: 2.21819 -1.82871 0.14033
O: -1.99018 -0.40899 -0.22372
H: -1.22725 -0.88806 0.32066
H: -1.74214 -0.16598 -1.14128
H: -1.96504 0.54017 0.15452

Output
DFT total energy ... -458.968323 a.u.
Frontier orbital gap ... 12.282 eV
2S+1 ... 1
Charge ... +1

Mulliken atomic charge list, values in e, 2 entries:
1 O -0.765
2 H 0.295

=====

Record 7
Entry from the OMol25 dataset: a structure of composition H13O6 in a non-equilibrium geometry (the ωB97M-V functional and the def2-TZVPD basis).

Element x y z (Å)
O: -2.10182 0.23496 0.32287
H: -2.46245 -0.19472 1.10969
H: -2.69759 0.98283 0.18637
O: -2.10303 0.43660 3.72944
H: -3.00352 0.76991 3.69548
H: -1.76143 0.66674 4.59714
O: 2.24480 2.30492 -0.61014
H: 3.05913 1.99282 -1.02543
H: 2.01427 3.03797 -1.19528
O: 1.98929 -1.82488 -0.89210
H: 2.92561 -1.70355 -1.09247
H: 1.82374 -2.76619 -0.75573
O: -0.73634 -0.77076 -2.41100
H: -1.15220 -1.63038 -2.53257
H: -0.24684 -0.63340 -3.23133
O: 0.60859 -0.22225 0.21671
H: 1.27734 -0.99652 -0.32173
H: -0.27154 -0.17487 0.65732
H: 0.59400 0.49076 -0.44724

Output
DFT total energy ... -458.972014 a.u.
Frontier orbital gap ... 11.059 eV
2S+1 ... 1
Charge ... +1

Mulliken atomic charge list, values in e, 2 entries:
1 O -0.655
2 H 0.328

=====

The lowest frontier orbital gap belongs to which entry?
H12O5S2

=====

What is the frontier orbital gap in the third record?
11.354 eV